Record 1
A structure of composition C20H29N6O2PdSi, computed with ωB97M-V with the def2-TZVPD basis set.

Cartesian coordinates (Å):
Pd 0.35943 0.32438 -0.06872
C 0.16765 5.14417 2.61272
O -0.60387 4.13863 1.94058
C -0.05573 2.99145 1.55208
O -0.74071 2.14986 1.01145
N 1.27641 2.82689 1.80718
N 1.91707 1.66897 1.34996
H -0.53164 5.94057 2.83708
H 0.95128 5.53255 1.96044
H 0.58418 4.75795 3.54317
H 1.83787 3.58290 2.15756
H 2.32087 1.17165 2.13335
H 2.64882 1.92163 0.69578
C 0.82852 -2.40817 1.68431
N -0.30617 -1.51246 1.32014
C -1.01104 -1.15481 2.58180
N -1.46519 -2.32383 3.31505
C -0.30293 -3.16751 3.61733
N 0.40069 -3.59545 2.40114
C -0.54857 -4.33512 1.56133
N -1.71931 -3.52409 1.21526
C -1.26235 -2.34083 0.50906
C -2.37386 -3.09513 2.45704
H 1.51030 -1.84064 2.32250
H 1.35130 -2.68979 0.76951
H -1.85567 -0.51190 2.33139
H -0.31547 -0.58946 3.20691
H -0.63868 -4.04999 4.16175
H 0.38791 -2.61049 4.25240
H -0.87473 -5.22717 2.09627
H -0.04642 -4.64410 0.64305
H -2.11873 -1.71397 0.26124
H -0.75952 -2.63343 -0.41272
H -2.71741 -3.97321 3.00383
H -3.23899 -2.47872 2.20916
C -2.17516 -2.59541 -2.99077
C -2.44737 -1.26788 -2.69105
C -1.40026 -0.38876 -2.45390
C -0.06627 -0.83371 -2.50609
C 0.18460 -2.18719 -2.79618
C -0.86309 -3.05635 -3.04930
Si 1.32476 0.24519 -2.07269
C 1.43043 1.99129 -2.59662
C 2.62376 2.45149 -3.17235
C 2.74062 3.76529 -3.60652
C 1.67231 4.63766 -3.45724
C 0.48757 4.20766 -2.86954
C 0.36736 2.89624 -2.44107
H -2.99201 -3.27786 -3.18828
H -3.47052 -0.91765 -2.65221
H -1.62696 0.64854 -2.24167
H 1.20336 -2.55695 -2.82664
H -0.66252 -4.09258 -3.28840
H 2.62608 -0.42393 -2.26000
H 3.46407 1.77687 -3.29468
H 3.66090 4.10689 -4.06203
H 1.76081 5.66009 -3.80197
H -0.34010 4.89497 -2.75068
H -0.55769 2.58480 -1.97049

## Properties
ΔE to the lowest compared entry with this formula, charge and spin = 0.106 eV
DFT total energy = -1675.6591 hartree
E_LUMO = -3.7987 eV
charge = +1
HOMO = -10.99 eV

Atom charges from the Mulliken analysis, given in e for atoms 1 to 4: Pd 0.418; C -0.856; O -0.328; C 0.699

---

Record 2
A structure of composition C20H29O10Re, computed with ωB97M-V with the def2-TZVPD basis set.

Cartesian coordinates (Å):
Re -0.05530 0.33518 0.05426
C 0.76429 -2.42781 1.52119
C 0.91361 -2.97274 0.13735
O -0.08265 -2.31380 -0.63772
C 0.12132 -2.44550 -2.04043
C 1.12366 -1.39412 -2.46173
O 0.67055 -0.09297 -2.00028
C 0.05046 0.69572 -3.04299
C -0.26255 2.02531 -2.41537
O -1.01893 1.78766 -1.19040
C -2.46108 1.67008 -1.34708
C -2.83828 0.20799 -1.23880
O -2.13988 -0.37642 -0.11154
C -2.85250 -0.35596 1.15741
C -2.36214 0.83706 1.94263
O -0.90998 0.75173 1.94906
C -0.41415 0.00966 3.10886
C 0.99737 -0.37757 2.77913
O 1.00182 -0.98712 1.45579
H 1.49747 -2.85954 2.20095
H -0.24211 -2.60554 1.90608
H 0.76848 -4.05518 0.12546
H 1.91530 -2.74693 -0.23855
H -0.84696 -2.30353 -2.52032
H 0.48061 -3.44464 -2.29738
H 1.24879 -1.35634 -3.54310
H 2.09990 -1.55122 -2.00671
H -0.83775 0.18252 -3.41821
H 0.75580 0.82040 -3.86539
H -0.82885 2.68500 -3.06892
H 0.64620 2.52565 -2.09230
H -2.75386 2.09145 -2.30737
H -2.90445 2.27818 -0.56256
H -2.52776 -0.36810 -2.10786
H -3.91218 0.07949 -1.11162
H -2.59675 -1.29530 1.64710
H -3.92699 -0.34190 0.98414
H -2.73162 0.84980 2.96712
H -2.60497 1.78932 1.47920
H -1.06205 -0.85513 3.25972
H -0.46478 0.66002 3.98114
H 1.41446 -1.07240 3.50569
H 1.62494 0.50295 2.71136
O 1.41259 2.58580 1.83280
C 2.03959 2.28113 0.84506
O 1.62856 1.40872 -0.05811
C 3.40309 2.87940 0.58327
C 4.29174 2.30521 -0.38216
C 5.54592 2.80170 -0.62999
C 5.89911 3.92287 0.12058
O 7.01806 4.60778 0.09735
C 6.90512 5.67696 1.04817
O 5.60304 5.53507 1.63698
C 5.01711 4.50048 1.07848
C 3.74661 3.98196 1.33030
H 3.94447 1.43949 -0.92852
H 6.22568 2.36649 -1.34814
H 6.96147 6.63062 0.52487
H 7.66459 5.55790 1.81954
H 3.08176 4.40835 2.06829

## Properties
DFT total energy = -1609.1129 hartree
E_LUMO (alpha / beta) = -7.9590 / -11.0809 eV
charge = +3
multiplicity = 4
<S²> = 3.7702
HOMO (alpha / beta) = -17.24 / -16.91 eV

Atom charges from the Mulliken analysis, given in e for atoms 1 to 4: Re 3.519; C -0.639; C -0.673; O -0.324

---

Record 3
A structure of composition C20H30AgCl2O10 in a non-equilibrium geometry, computed with ωB97M-V with the def2-TZVPD basis set.

Cartesian coordinates (Å):
Ag 16.10580 -6.32323 -7.40884
Cl 13.83121 -7.43013 -6.71783
Cl 18.35146 -4.95292 -7.84861
O 16.74714 -8.27551 -8.53975
C 16.69257 -9.45362 -8.82770
O 16.93383 -9.89580 -10.07330
C 16.60736 -11.23759 -10.23768
C 15.86366 -11.64390 -9.00349
C 16.28741 -10.63144 -7.93039
H 17.49394 -11.85867 -10.36543
H 15.89883 -11.37207 -11.05500
H 15.96133 -12.69980 -8.75121
H 14.78777 -11.51090 -9.11693
H 17.11579 -10.95939 -7.30243
H 15.57792 -10.24950 -7.19632
O 16.12479 -5.32616 -5.36098
C 16.12076 -5.17670 -4.11533
O 16.49054 -6.13607 -3.36210
C 16.35971 -5.89698 -1.92977
C 16.25707 -4.31372 -1.84934
C 15.66141 -3.96357 -3.21511
H 17.25274 -6.24937 -1.41362
H 15.44294 -6.33537 -1.53550
H 17.27003 -4.00923 -1.58609
H 15.61758 -4.06820 -1.00147
H 16.14652 -3.08752 -3.64558
H 14.59098 -3.90825 -3.01705
O 17.47307 -8.09281 -6.10545
C 18.56928 -8.11995 -5.57523
O 19.07306 -9.34393 -5.30798
C 20.34634 -9.31222 -4.66209
C 20.69159 -7.83933 -4.52492
C 19.47561 -7.07010 -4.98075
H 21.12034 -9.81340 -5.24334
H 20.19993 -9.86699 -3.73532
H 21.58000 -7.59831 -5.10864
H 20.86637 -7.79467 -3.44995
H 19.67601 -6.28107 -5.70557
H 18.85700 -6.56702 -4.23755
O 14.84093 -4.18925 -7.48143
C 14.12048 -3.45447 -8.21716
O 14.66177 -2.47881 -8.86117
C 13.83158 -1.76242 -9.83179
C 12.46345 -2.23319 -9.34983
C 12.74637 -3.58067 -8.73486
H 14.11429 -2.13088 -10.81790
H 14.02560 -0.69078 -9.78668
H 11.86965 -2.27738 -10.26282
H 12.04824 -1.57480 -8.58680
H 12.83654 -4.41206 -9.43397
H 12.12092 -3.93787 -7.91673
O 15.59611 -6.07538 -9.70975
C 15.94284 -5.98557 -10.90951
O 16.43071 -7.06372 -11.59988
C 16.97876 -6.67554 -12.87977
C 16.95627 -5.17007 -12.86165
C 15.84238 -4.79120 -11.82480
H 16.39650 -6.83481 -13.78735
H 17.93816 -7.18237 -12.98353
H 16.89881 -4.68310 -13.83512
H 17.97231 -4.89489 -12.57874
H 14.82728 -4.92875 -12.19730
H 16.02789 -3.84127 -11.32348

## Properties
DFT total energy = -2599.5048 hartree
E_LUMO (alpha / beta) = -1.5067 / -7.8164 eV
charge = +1
multiplicity = 3
<S²> = 2.0093
HOMO (alpha / beta) = -12.39 / -10.84 eV

Atom charges from the Mulliken analysis, given in e for atoms 1 to 4: Ag 2.344; Cl -0.285; Cl -0.321; O -0.338